# C51H112N6O27P6

13 unconnected molecules or ions with the total composition C51H112N6O27P6 at a distorted geometry (ωB97M-V/def2-TZVPD, the OMol25 dataset).

Values from the calculation:
**Gap between HOMO and LUMO**: 10.51 eV
**HOMO energy**: -10.15 eV
**F_max**: 5.23 eV Å⁻¹
**Lowest unoccupied orbital energy**: 0.0133 hartree

The geometry in ORCA input format:
```
! wB97M-V def2-TZVPD RIJCOSX def2/J DEFGRID3
* xyz 0 1
C -20.672 -11.105 2.204
C -19.542 -10.303 1.803
N -18.605 -9.728 1.501
H -20.967 -11.901 1.520
H -21.427 -10.319 2.224
H -20.685 -11.476 3.228
C -21.295 -9.243 6.401
C -21.779 -8.592 5.154
N -22.224 -8.161 4.220
H -21.958 -9.107 7.255
H -20.281 -8.988 6.709
H -21.373 -10.311 6.199
C -19.446 -15.776 2.660
C -18.321 -16.206 1.882
N -17.354 -16.458 1.287
H -20.206 -16.389 2.176
H -19.467 -14.725 2.372
H -19.385 -15.972 3.731
C -21.148 -7.766 -0.998
C -21.414 -9.140 -0.645
N -21.690 -10.198 -0.384
H -21.777 -7.086 -0.424
H -21.326 -7.580 -2.057
H -20.110 -7.648 -0.686
C -23.627 -14.237 1.007
C -22.958 -13.813 2.246
N -22.390 -13.473 3.143
H -24.520 -14.766 1.341
H -23.103 -15.070 0.538
H -24.002 -13.414 0.400
C -16.415 -14.047 3.776
C -17.671 -13.954 4.546
N -18.585 -13.857 5.232
H -16.605 -14.365 2.751
H -15.619 -14.602 4.273
H -16.008 -13.037 3.829
C -32.391 -18.146 8.674
C -31.793 -18.245 7.312
O -30.449 -17.978 7.599
P -29.305 -19.170 7.416
O -28.213 -19.040 8.472
O -30.033 -20.620 7.469
C -29.323 -21.710 7.913
C -28.722 -22.269 6.688
O -28.847 -19.080 5.817
C -28.416 -17.874 5.270
C -29.020 -17.667 3.923
H -31.660 -18.438 9.429
H -32.786 -17.156 8.902
H -33.236 -18.825 8.791
H -31.898 -19.219 6.833
H -32.176 -17.400 6.739
H -28.686 -21.306 8.700
H -29.912 -22.420 8.493
H -28.240 -23.245 6.752
H -29.457 -22.368 5.890
H -27.951 -21.591 6.320
H -28.654 -16.956 5.807
H -27.338 -17.852 5.112
H -30.079 -17.537 3.697
H -28.503 -16.780 3.557
H -28.669 -18.496 3.308
C -25.420 -16.979 -3.425
C -24.489 -16.257 -4.284
O -23.156 -16.935 -4.264
P -21.819 -16.100 -4.706
O -22.249 -15.124 -5.741
O -21.169 -15.369 -3.356
C -21.844 -14.261 -2.763
C -20.731 -13.395 -2.167
O -20.779 -17.195 -5.201
C -21.013 -18.061 -6.332
C -19.933 -17.953 -7.434
H -24.954 -17.161 -2.457
H -26.284 -16.325 -3.547
H -25.622 -17.926 -3.926
H -24.847 -16.221 -5.313
H -24.510 -15.204 -4.003
H -22.346 -13.615 -3.483
H -22.639 -14.588 -2.093
H -21.007 -13.186 -1.133
H -19.726 -13.816 -2.133
H -20.696 -12.385 -2.574
H -21.064 -19.108 -6.032
H -21.917 -17.858 -6.906
H -18.880 -18.196 -7.293
H -20.341 -18.507 -8.279
H -20.026 -17.064 -8.057
C -29.524 -13.478 -4.509
C -28.981 -12.663 -3.368
O -28.054 -13.405 -2.693
P -27.607 -13.016 -1.190
O -26.685 -14.016 -0.529
O -28.969 -12.808 -0.338
C -29.963 -13.805 -0.165
C -29.892 -14.164 1.345
O -27.032 -11.483 -1.298
C -26.995 -10.670 -0.178
C -25.602 -10.098 -0.250
H -30.222 -13.022 -5.210
H -28.628 -13.838 -5.016
H -29.971 -14.384 -4.100
H -28.596 -11.721 -3.760
H -29.893 -12.338 -2.867
H -30.942 -13.374 -0.377
H -29.785 -14.621 -0.866
H -29.316 -15.015 1.710
H -29.710 -13.261 1.928
H -30.931 -14.387 1.587
H -27.736 -9.874 -0.258
H -27.242 -11.279 0.691
H -24.913 -10.925 -0.078
H -25.320 -9.651 -1.203
H -25.417 -9.278 0.444
C -22.689 -20.906 7.282
C -23.367 -19.752 6.474
O -22.647 -18.548 6.659
P -23.291 -17.145 6.244
O -23.488 -16.982 4.761
O -24.642 -17.113 7.113
C -24.623 -17.438 8.486
C -25.007 -16.212 9.313
O -22.325 -16.138 6.994
C -21.043 -15.838 6.664
C -20.336 -15.343 7.955
H -21.861 -21.268 6.674
H -22.201 -20.411 8.122
H -23.476 -21.613 7.543
H -23.418 -20.016 5.418
H -24.404 -19.648 6.792
H -25.352 -18.192 8.785
H -23.712 -17.817 8.949
H -24.320 -15.366 9.321
H -25.872 -15.815 8.782
H -25.224 -16.441 10.357
H -20.544 -16.724 6.271
H -21.212 -15.148 5.837
H -19.934 -14.346 7.775
H -20.807 -15.432 8.934
H -19.496 -16.027 7.832
C -26.325 -8.877 -9.451
C -25.377 -9.552 -8.418
O -25.880 -9.340 -7.167
P -27.078 -10.327 -6.637
O -28.282 -10.334 -7.537
O -26.264 -11.710 -6.489
C -25.065 -11.745 -5.662
C -25.467 -12.201 -4.310
O -27.418 -9.751 -5.099
C -28.348 -8.726 -4.779
C -29.762 -8.606 -5.358
H -27.335 -9.285 -9.509
H -26.220 -7.855 -9.088
H -25.776 -8.768 -10.385
H -25.209 -10.567 -8.778
H -24.432 -9.028 -8.559
H -24.581 -12.614 -6.107
H -24.417 -10.878 -5.789
H -26.248 -12.960 -4.351
H -24.577 -12.526 -3.772
H -26.030 -11.454 -3.750
H -28.269 -8.713 -3.692
H -27.926 -7.741 -4.975
H -30.394 -7.798 -4.989
H -29.707 -8.612 -6.447
H -30.424 -9.438 -5.117
C -27.670 -23.089 2.665
C -26.575 -22.277 2.065
O -27.004 -21.883 0.766
P -28.060 -20.713 0.613
O -29.135 -20.724 1.596
O -27.193 -19.368 0.587
C -27.067 -18.397 -0.428
C -28.072 -17.236 -0.217
O -28.616 -20.928 -1.007
C -29.138 -22.168 -1.369
C -30.526 -22.562 -0.891
H -27.367 -23.238 3.701
H -28.663 -22.642 2.721
H -28.020 -23.985 2.152
H -26.467 -21.386 2.683
H -25.637 -22.804 1.889
H -26.048 -18.010 -0.428
H -27.373 -18.743 -1.416
H -28.287 -17.058 0.837
H -27.739 -16.332 -0.727
H -29.005 -17.481 -0.726
H -29.395 -21.984 -2.412
H -28.388 -22.956 -1.295
H -31.010 -23.345 -1.473
H -30.669 -22.677 0.184
H -31.096 -21.649 -1.064
C -24.392 -13.715 5.816
C -25.134 -13.069 7.008
O -26.491 -13.083 6.615
C -26.542 -13.190 5.264
O -27.547 -13.022 4.551
O -25.347 -13.333 4.787
H -24.422 -14.761 6.124
H -23.389 -13.441 5.486
H -24.725 -12.100 7.295
H -24.885 -13.671 7.882
*
```